A molecular structure, C40H104CaN8O13 in a non-equilibrium geometry, computed with ωB97M-V/def2-TZVPD.

The value obtained for the largest force on an atom is 0.0577 hartree/bohr. The value obtained for the HOMO energy is -7.093 eV. For the lowest unoccupied orbital energy, the calculation gives 0.33 eV. Its total energy is -3679.94719 Ha. As for the frontier orbital gap: 0.27273 Eh. The energy above the lowest of the compared OMol25 structures with the same formula, charge and spin comes out at 0.0 kJ/mol.

Cartesian coordinates (Å):
1 Ca -1.397 0.230 -0.710
2 O -0.097 -1.466 -1.823
3 C -0.334 -2.672 -1.047
4 C -0.540 -2.432 0.529
5 O -1.386 -1.436 1.040
6 H 0.524 -3.315 -1.245
7 H -1.154 -3.227 -1.501
8 H 0.389 -2.249 1.069
9 H -0.862 -3.350 1.020
10 C -2.046 3.960 6.487
11 O -1.458 3.579 5.221
12 C -2.021 2.411 4.472
13 C -3.139 2.929 3.584
14 N -2.497 3.620 2.422
15 C -3.519 4.513 1.794
16 C -2.962 5.203 0.534
17 O -2.961 4.387 -0.608
18 C -2.304 4.953 -1.748
19 H -1.623 4.829 6.989
20 H -1.860 3.154 7.197
21 H -3.093 4.219 6.330
22 H -2.394 1.695 5.205
23 H -1.195 1.898 3.981
24 H -3.732 3.598 4.208
25 H -3.722 2.068 3.260
26 H -1.654 4.044 2.782
27 H -3.738 5.332 2.480
28 H -4.456 4.077 1.449
29 H -1.953 5.530 0.784
30 H -3.699 5.996 0.410
31 H -2.322 4.262 -2.591
32 H -1.264 5.269 -1.675
33 H -2.763 5.896 -2.044
34 C 5.844 2.258 -4.294
35 O 4.645 1.564 -4.265
36 C 4.338 1.221 -2.906
37 C 3.162 0.200 -2.970
38 N 2.486 -0.033 -1.709
39 C 3.264 -0.686 -0.642
40 C 3.708 -2.106 -1.101
41 O 4.317 -2.833 -0.043
42 C 3.407 -3.555 0.811
43 H 6.671 1.618 -3.988
44 H 5.911 3.146 -3.666
45 H 6.084 2.663 -5.277
46 H 4.094 2.103 -2.313
47 H 5.138 0.789 -2.305
48 H 3.501 -0.707 -3.471
49 H 2.451 0.511 -3.736
50 H 1.747 -0.681 -1.942
51 H 2.609 -0.888 0.205
52 H 4.034 -0.012 -0.267
53 H 4.557 -2.015 -1.778
54 H 2.971 -2.711 -1.629
55 H 3.938 -4.041 1.629
56 H 2.962 -4.373 0.245
57 H 2.613 -2.888 1.145
58 C 9.753 0.038 2.577
59 O 8.578 0.388 1.794
60 C 8.316 1.757 1.648
61 C 6.883 1.936 1.063
62 N 5.922 1.734 2.106
63 C 4.529 2.042 1.722
64 C 3.509 1.213 2.531
65 O 2.137 1.456 2.225
66 C 1.249 0.384 2.791
67 H 9.612 0.476 3.565
68 H 10.690 0.448 2.200
69 H 9.897 -1.040 2.646
70 H 9.075 2.127 0.959
71 H 8.408 2.351 2.558
72 H 6.685 1.248 0.241
73 H 6.838 2.920 0.595
74 H 5.996 0.870 2.623
75 H 4.415 1.958 0.641
76 H 4.382 3.083 2.011
77 H 3.596 1.240 3.617
78 H 3.724 0.171 2.294
79 H 1.170 0.408 3.878
80 H 1.511 -0.633 2.496
81 H 0.235 0.560 2.432
82 C -5.912 -2.376 0.531
83 C -4.835 -3.463 0.776
84 C -3.977 -3.801 -0.475
85 O -4.783 -4.442 -1.486
86 C -4.029 -5.166 -2.420
87 N -4.049 -3.115 1.932
88 H -5.408 -1.535 0.055
89 H -6.535 -2.010 1.347
90 H -6.654 -2.738 -0.180
91 H -5.371 -4.358 1.089
92 H -3.197 -4.493 -0.159
93 H -3.468 -2.927 -0.881
94 H -3.237 -4.536 -2.823
95 H -4.666 -5.577 -3.204
96 H -3.592 -6.028 -1.914
97 H -3.565 -3.995 2.040
98 H -3.321 -2.456 1.696
99 C 1.667 3.594 -0.622
100 C 0.368 2.698 -0.852
101 C 0.007 2.302 -2.294
102 O -1.318 1.804 -2.422
103 C -1.764 1.977 -3.806
104 N 0.566 1.446 -0.138
105 H 1.639 3.993 0.392
106 H 1.676 4.519 -1.197
107 H 2.633 3.102 -0.739
108 H -0.491 3.228 -0.440
109 H 0.719 1.630 -2.772
110 H 0.169 3.229 -2.843
111 H -1.596 0.988 -4.233
112 H -1.205 2.768 -4.305
113 H -2.841 2.144 -3.764
114 H 1.003 1.611 0.757
115 H 1.296 0.923 -0.601
116 C -1.861 -1.576 6.296
117 C -1.135 -1.197 4.983
118 C -0.192 -2.336 4.460
119 O 1.029 -2.291 5.216
120 C 1.913 -3.369 5.013
121 N -2.180 -0.967 3.928
122 H -1.176 -1.546 7.143
123 H -2.179 -2.606 6.132
124 H -2.860 -1.187 6.491
125 H -0.547 -0.291 5.128
126 H 0.208 -2.135 3.466
127 H -0.714 -3.277 4.287
128 H 2.813 -3.159 5.591
129 H 2.305 -3.406 3.996
130 H 1.525 -4.290 5.447
131 H -1.751 -0.853 3.021
132 H -2.604 -1.879 3.841
133 C -5.403 1.819 0.500
134 C -4.203 1.033 -0.051
135 C -4.373 0.625 -1.507
136 O -3.270 -0.198 -1.894
137 C -3.542 -0.986 -3.074
138 N -2.996 1.755 0.152
139 H -5.312 2.136 1.539
140 H -6.255 1.142 0.566
141 H -5.768 2.618 -0.146
142 H -4.160 0.090 0.494
143 H -4.514 1.567 -2.037
144 H -5.326 0.099 -1.556
145 H -4.216 -0.473 -3.760
146 H -4.098 -1.916 -2.958
147 H -2.639 -1.275 -3.612
148 H -2.892 2.071 1.106
149 H -3.220 2.609 -0.339
150 C 1.100 -3.482 -4.763
151 C 0.012 -2.609 -5.469
152 C -1.421 -3.243 -5.478
153 O -2.280 -2.525 -6.398
154 C -2.158 -2.972 -7.798
155 N 0.013 -1.316 -4.870
156 H 0.992 -3.545 -3.680
157 H 2.088 -3.057 -4.942
158 H 1.196 -4.470 -5.213
159 H 0.281 -2.420 -6.508
160 H -1.903 -3.054 -4.519
161 H -1.331 -4.267 -5.842
162 H -2.679 -3.910 -7.993
163 H -1.124 -3.085 -8.126
164 H -2.533 -2.261 -8.534
165 H -0.059 -1.383 -3.865
166 H -0.863 -0.875 -5.109

Cartesian forces (eV/Å) of the 3 atoms listed first:
1.38 -2.43 0.98
-0.82 -0.27 1.15
0.38 2.04 -0.05

Atomic partial charges in e from the Löwdin method, atoms 1 to 6: number 1, Ca, carries 1.4199; number 2, O, carries -0.4671; number 3, C, carries -0.3002; number 4, C, carries -0.3742; number 5, O, carries -0.4571; number 6, H, carries 0.0687



A molecular structure, C5H13N2O in a non-equilibrium geometry, computed with ωB97M-V/def2-TZVPD.

The value obtained for the largest force on an atom is 0.0246 hartree/bohr. The value obtained for the HOMO energy (alpha / beta) is -3.078 / -8.437 eV. As for the spin multiplicity: 2. For the lowest unoccupied orbital energy (alpha / beta), the calculation gives 0.57 / 0.51 eV. Its total energy is -382.89388 Ha. The expectation value of S² is 0.75. As for the frontier orbital gap (alpha / beta): 0.13391 / 0.32878 Eh. The energy above the lowest of the compared OMol25 structures with the same formula, charge and spin comes out at 309.9 kJ/mol.

Cartesian coordinates (Å):
1 C 0.336 3.003 0.179
2 C -0.025 1.721 0.828
3 C 0.834 0.732 1.019
4 N 0.448 -0.507 1.697
5 H 1.378 3.162 -0.090
6 H -0.273 3.170 -0.713
7 H 0.099 3.821 0.870
8 H -1.049 1.649 1.177
9 H 1.878 0.777 0.756
10 H -0.350 -0.312 2.304
11 H 0.183 -1.354 0.802
12 H 1.182 -0.888 2.300
13 O -0.652 -0.692 -3.311
14 C -0.292 -0.812 -2.150
15 C -1.011 -1.675 -1.155
16 N -0.114 -2.252 -0.116
17 H 0.616 -0.288 -1.787
18 H -1.767 -1.058 -0.646
19 H -1.508 -2.439 -1.751
20 H -0.623 -3.043 0.308
21 H 0.710 -2.714 -0.522

Cartesian forces (eV/Å) of the 3 atoms listed first:
-0.28 0.98 -0.03
0.59 -0.27 -0.05
-0.15 -0.16 0.82

Atomic partial charges in e from the natural (NBO) method, atoms 1 to 6: number 1, C, carries -0.6435; number 2, C, carries -0.1840; number 3, C, carries -0.0770; number 4, N, carries -0.8468; number 5, H, carries 0.2220; number 6, H, carries 0.2331



5 unconnected molecules or ions with the total composition C15H15Cl8F2NO5 in a non-equilibrium geometry, computed with ωB97M-V/def2-TZVPD.

The value obtained for the largest force on an atom is 0.1312 hartree/bohr. The value obtained for the HOMO energy is -9.723 eV. For the lowest unoccupied orbital energy, the calculation gives -1.86 eV. Its total energy is -4892.55789 Ha. As for the frontier orbital gap: 0.28899 Eh.

Cartesian coordinates (Å):
1 C 0.091 -3.585 1.986
2 C 0.226 -2.454 1.357
3 C 0.564 -1.209 0.373
4 C -0.311 -1.452 -0.981
5 C 0.209 -0.365 -2.062
6 C 1.725 -0.591 -2.543
7 C 2.264 -1.626 -3.373
8 N 1.427 -2.731 -3.901
9 C 1.790 -3.922 -3.079
10 O 2.969 -4.231 -2.761
11 F 0.731 -4.768 -2.603
12 C 1.634 -2.992 -5.343
13 O 2.438 -3.905 -5.675
14 F 0.879 -2.255 -6.303
15 C 3.816 -1.276 -3.506
16 O 4.716 -1.916 -4.116
17 O 4.158 -0.039 -2.810
18 C 2.952 0.359 -2.144
19 O 2.726 1.307 -1.335
20 H -0.270 -4.615 2.359
21 H 1.689 -1.126 0.172
22 H 0.188 -0.243 0.913
23 H -1.421 -1.214 -0.723
24 H -0.186 -2.523 -1.373
25 H 0.145 0.714 -1.654
26 H -0.431 -0.379 -3.032
27 C -4.742 -0.143 -1.127
28 Cl -4.629 -1.438 0.070
29 Cl -3.335 -0.139 -2.197
30 H -5.641 -0.290 -1.725
31 H -4.796 0.815 -0.610
32 C 3.029 2.385 1.899
33 Cl 1.563 1.439 2.184
34 Cl 3.569 3.191 3.377
35 H 3.818 1.719 1.550
36 H 2.822 3.139 1.140
37 C -1.206 2.348 5.127
38 Cl 0.502 2.769 4.959
39 Cl -1.694 1.161 3.911
40 H -1.372 1.928 6.119
41 H -1.807 3.249 5.003
42 C -4.273 5.076 4.486
43 Cl -4.155 3.780 5.684
44 Cl -2.867 5.089 3.415
45 H -5.172 4.925 3.889
46 H -4.332 6.033 5.005

Cartesian forces (eV/Å) of the 3 atoms listed first:
-0.28 4.57 -3.27
0.34 -4.53 1.71
-1.63 -1.26 1.22

Atomic partial charges in e from the natural (NBO) method, atoms 1 to 6: number 1, C, carries -0.2890; number 2, C, carries -0.0300; number 3, C, carries -0.4610; number 4, C, carries -0.3980; number 5, C, carries -0.4695; number 6, C, carries 0.0303



A molecular structure, C15H24AlBBr4ClF9MgNO7P in a non-equilibrium geometry, computed with ωB97M-V/def2-TZVPD.

The value obtained for the largest force on an atom is 0.1057 hartree/bohr. The value obtained for the HOMO energy is -7.440 eV. For the lowest unoccupied orbital energy, the calculation gives -5.33 eV. Its total energy is -13630.71643 Ha. As for the frontier orbital gap: 0.07752 Eh.

Cartesian coordinates (Å):
1 F -3.539 -1.232 3.167
2 C -4.678 -0.472 2.878
3 F -4.992 0.258 4.007
4 F -5.695 -1.305 2.551
5 C -4.342 0.507 1.721
6 F -5.502 1.070 1.201
7 F -3.517 1.551 2.178
8 P -3.342 -0.450 0.385
9 C -2.270 -1.362 -0.873
10 O -1.085 -0.633 -1.311
11 C -0.634 0.161 -0.292
12 C 0.040 -0.291 0.919
13 C 0.518 0.667 1.934
14 C 0.360 2.124 1.803
15 C -0.381 2.591 0.520
16 C -0.825 1.619 -0.449
17 H -4.426 -1.363 0.141
18 H -3.333 0.735 -0.417
19 H -2.419 -0.784 1.413
20 H -2.899 -1.544 -1.791
21 H -2.030 -2.390 -0.474
22 H 0.228 -1.373 1.102
23 H 1.034 0.327 2.862
24 H 0.761 2.830 2.583
25 H -0.554 3.727 0.332
26 H -1.313 2.000 -1.373
27 C -2.667 -4.084 1.261
28 O -2.559 -2.815 1.263
29 O -2.842 -4.554 2.533
30 O -2.636 -4.887 0.328
31 H -2.802 -3.648 2.899
32 Al -0.558 3.492 -2.564
33 C 4.246 5.172 -2.916
34 C 3.511 4.026 -2.278
35 O 2.472 4.189 -1.613
36 N 4.001 2.800 -2.442
37 C 5.165 2.403 -3.171
38 H 3.730 6.106 -2.698
39 H 5.260 5.236 -2.517
40 H 4.279 5.040 -3.999
41 H 3.457 2.074 -1.981
42 H 4.817 1.678 -3.977
43 H 5.844 1.896 -2.490
44 H 5.682 3.245 -3.633
45 B 4.464 0.579 1.191
46 F 4.665 -0.695 1.756
47 F 3.793 1.411 2.140
48 F 5.713 1.152 0.844
49 F 3.649 0.460 0.021
50 Br 4.455 -0.134 -3.552
51 C 0.709 -2.758 3.463
52 O 1.596 -2.350 2.583
53 H -0.302 -3.045 3.070
54 H 0.968 -3.669 4.050
55 H 0.442 -2.047 4.281
56 O 1.221 0.336 -3.441
57 H 1.227 -0.007 -4.343
58 H 0.558 -0.204 -2.988
59 Mg 1.078 4.227 0.942
60 C -3.182 -5.107 -2.029
61 Br -1.608 -6.011 -2.691
62 Br -3.727 -3.662 -3.211
63 Br -4.632 -6.337 -1.696
64 H -2.916 -4.662 -1.071
65 Cl -1.739 -1.812 3.956

Cartesian forces (eV/Å) of the 3 atoms listed first:
-4.96 1.96 -1.01
-0.34 1.05 0.99
0.18 -1.40 -1.12

Atomic partial charges in e from the Löwdin method, atoms 1 to 6: number 1, F, carries -0.2551; number 2, C, carries -0.4769; number 3, F, carries 0.1230; number 4, F, carries 0.1612; number 5, C, carries -0.5199; number 6, F, carries 0.0325



7 unconnected molecules or ions with the total composition C50H61B3Br2F3N9O9S in a non-equilibrium geometry, computed with ωB97M-V/def2-TZVPD.

The value obtained for the largest force on an atom is 0.1347 hartree/bohr. The value obtained for the HOMO energy is -8.955 eV. For the lowest unoccupied orbital energy, the calculation gives -0.22 eV. Its total energy is -9032.10706 Ha. As for the frontier orbital gap: 0.32103 Eh. The energy above the lowest of the compared OMol25 structures with the same formula, charge and spin comes out at 256.2 kJ/mol.

Cartesian coordinates (Å):
1 C -1.046 4.841 -2.088
2 C -0.901 3.978 -1.233
3 C -0.552 3.009 -0.064
4 C 0.168 1.618 -0.518
5 B -0.336 1.553 -2.070
6 N -1.718 1.013 -2.379
7 O 0.368 1.992 -3.205
8 O -0.730 0.655 0.153
9 S -0.110 -0.777 0.516
10 O 0.181 -1.483 -0.763
11 O -1.213 -1.609 1.060
12 C 1.313 -0.488 1.632
13 B 2.418 -1.698 1.452
14 O 2.316 -2.777 0.538
15 O 3.572 -1.823 2.308
16 C 4.735 -2.251 1.552
17 C 6.053 -2.059 2.464
18 C 0.860 -0.706 3.146
19 Br -0.910 0.029 3.693
20 C 0.922 -2.145 3.814
21 C 0.012 -3.308 3.276
22 Br 0.121 -1.800 5.666
23 C 1.962 1.009 1.362
24 C 3.419 1.131 1.895
25 C 4.215 2.445 2.089
26 C 5.800 2.252 2.410
27 N 3.859 3.681 2.086
28 O 1.074 1.870 2.094
29 C 1.346 2.477 3.239
30 N 1.812 2.911 4.212
31 C 1.717 1.465 -0.199
32 C 2.285 2.945 -0.505
33 C 3.773 3.194 -0.933
34 C 4.049 3.460 -2.475
35 F 4.128 4.854 -2.733
36 F 5.350 2.984 -2.775
37 F 3.106 2.967 -3.342
38 B 2.582 0.548 -1.232
39 O 2.162 -0.116 -2.409
40 O 3.952 0.143 -0.953
41 C 4.704 -0.140 -2.153
42 H -1.335 5.767 -2.643
43 H 0.000 3.598 0.713
44 H -1.568 2.804 0.418
45 H -1.680 -0.001 -2.172
46 H -2.424 1.461 -1.782
47 H 0.164 1.455 -4.002
48 H 2.256 -3.589 1.091
49 H 4.886 -1.674 0.586
50 H 4.724 -3.349 1.277
51 H 5.882 -1.342 3.317
52 H 6.919 -1.771 1.792
53 H 6.316 -3.092 2.871
54 H 1.602 -0.110 3.782
55 H 1.950 -2.508 4.139
56 H 0.291 -4.271 3.816
57 H -1.067 -3.102 3.567
58 H 0.090 -3.512 2.161
59 H 3.379 0.690 2.960
60 H 4.195 0.437 1.424
61 H 6.090 2.883 3.311
62 H 6.420 2.509 1.491
63 H 6.003 1.181 2.677
64 H 4.678 4.286 2.254
65 H 2.067 3.569 0.408
66 H 1.714 3.464 -1.351
67 H 4.584 2.524 -0.537
68 H 4.044 4.211 -0.474
69 H 2.094 -1.084 -2.298
70 H 4.589 0.601 -2.989
71 H 5.808 -0.103 -1.852
72 H 4.540 -1.220 -2.480
73 N -4.179 -4.636 3.133
74 C -5.423 -4.793 3.606
75 C -6.428 -3.850 3.463
76 C -6.131 -2.672 2.796
77 C -4.850 -2.483 2.298
78 C -3.918 -3.490 2.491
79 H -5.606 -5.730 4.123
80 H -7.417 -4.031 3.864
81 H -6.889 -1.908 2.664
82 H -4.582 -1.575 1.772
83 H -2.904 -3.390 2.116
84 N 8.635 5.849 -3.832
85 C 7.390 5.707 -3.359
86 C 6.394 6.659 -3.508
87 C 6.704 7.830 -4.182
88 C 7.986 8.003 -4.680
89 C 8.908 6.988 -4.481
90 H 7.197 4.776 -2.837
91 H 5.406 6.490 -3.108
92 H 5.953 8.601 -4.319
93 H 8.264 8.905 -5.211
94 H 9.923 7.075 -4.855
95 N -0.395 1.071 -6.515
96 C 0.782 1.264 -7.127
97 C 0.964 1.168 -8.497
98 C -0.132 0.851 -9.283
99 C -1.361 0.645 -8.675
100 C -1.438 0.768 -7.297
101 H 1.611 1.506 -6.469
102 H 1.939 1.337 -8.937
103 H -0.031 0.765 -10.359
104 H -2.239 0.396 -9.257
105 H -2.378 0.620 -6.775
106 N 0.890 -7.461 -0.183
107 C -0.140 -7.883 -0.926
108 C -1.117 -7.044 -1.440
109 C -1.026 -5.688 -1.167
110 C 0.031 -5.225 -0.398
111 C 0.956 -6.147 0.065
112 H -0.170 -8.952 -1.110
113 H -1.927 -7.441 -2.037
114 H -1.770 -4.999 -1.549
115 H 0.134 -4.172 -0.164
116 H 1.804 -5.834 0.668
117 N -4.901 2.002 -0.885
118 C -4.903 2.296 0.421
119 C -5.901 1.904 1.299
120 C -6.962 1.167 0.798
121 C -6.985 0.851 -0.552
122 C -5.936 1.288 -1.345
123 H -4.053 2.877 0.766
124 H -5.848 2.168 2.348
125 H -7.763 0.842 1.452
126 H -7.798 0.278 -0.979
127 H -5.907 1.063 -2.406
128 N -9.421 -3.248 5.241
129 C -9.409 -2.951 6.546
130 C -10.397 -3.343 7.436
131 C -11.462 -4.084 6.948
132 C -11.499 -4.404 5.600
133 C -10.460 -3.966 4.794
134 H -8.558 -2.367 6.880
135 H -10.334 -3.075 8.483
136 H -12.255 -4.408 7.612
137 H -12.315 -4.980 5.183
138 H -10.442 -4.195 3.733

Cartesian forces (eV/Å) of the 3 atoms listed first:
-0.53 0.10 1.24
0.85 0.40 0.13
-1.00 1.08 -0.36

Atomic partial charges in e from the Löwdin method, atoms 1 to 6: number 1, C, carries 0.1227; number 2, C, carries -0.1141; number 3, C, carries -0.0667; number 4, C, carries -0.2292; number 5, B, carries -0.5377; number 6, N, carries 0.1565